1.
{
  "formula": "C5H10O",
  "method": "the ωB97M-V functional and the def2-TZVPD basis",
  "lumo_energy_ev": 0.83,
  "relative_energy_kcal_mol": 75.0,
  "homo_energy_ev": -8.57,
  "elements": ["C", "C", "C", "C", "C", "O", "H", "H", "H", "H", "H", "H", "H", "H", "H", "H"],
  "xyz": [[1.254, -0.060, 1.252], [0.078, 0.364, 0.379], [0.390, 1.583, -0.487], [-0.364, -0.822, -0.451], [-2.614, -1.310, -1.177], [-1.625, -0.474, -1.085], [0.984, -0.919, 1.877], [1.569, 0.756, 1.909], [2.111, -0.349, 0.631], [-0.780, 0.604, 1.020], [0.650, 2.445, 0.137], [-0.474, 1.854, -1.101], [1.236, 1.379, -1.156], [0.371, -1.093, -1.223], [-2.227, -2.258, -0.696], [-0.559, -1.700, 0.172]]
}



2.
{
  "formula": "C15H20O15",
  "method": "the ωB97M-V functional and the def2-TZVPD basis",
  "lumo_energy_ev": 0.46,
  "smiles": "O=C1OCCO1.O=C1OCCO1.O=C1OCCO1.O=C1OCCO1.O=C1OCCO1",
  "relative_energy_kcal_mol": 75.7,
  "homo_energy_ev": -10.51,
  "elements": ["O", "C", "O", "C", "C", "O", "H", "H", "H", "H", "O", "C", "O", "C", "C", "O", "H", "H", "H", "H", "O", "C", "O", "C", "C", "O", "H", "H", "H", "H", "O", "C", "O", "C", "C", "O", "H", "H", "H", "H", "O", "C", "O", "C", "C", "O", "H", "H", "H", "H"],
  "xyz": [[-0.520, 0.240, -5.347], [-1.242, 1.181, -5.483], [-2.458, 1.240, -4.859], [-3.036, 2.447, -5.144], [-2.298, 2.828, -6.485], [-1.052, 2.298, -6.171], [-4.067, 2.118, -5.275], [-2.925, 3.226, -4.390], [-2.326, 3.800, -6.979], [-2.844, 2.318, -7.278], [4.909, -3.969, 9.882], [4.992, -4.369, 8.700], [3.951, -4.163, 7.860], [4.454, -4.503, 6.503], [5.650, -5.379, 6.755], [5.933, -5.158, 8.142], [3.748, -5.148, 5.980], [4.657, -3.644, 5.864], [6.376, -5.040, 6.016], [5.540, -6.452, 6.600], [0.873, -3.037, 2.517], [0.436, -1.983, 2.093], [-0.067, -1.034, 2.761], [-1.036, -0.417, 1.842], [-0.300, -0.603, 0.474], [0.371, -1.779, 0.737], [-1.936, -1.032, 1.821], [-1.401, 0.597, 2.007], [0.279, 0.289, 0.238], [-1.028, -0.759, -0.322], [4.210, 3.877, -3.053], [5.104, 4.216, -3.797], [6.430, 3.849, -3.734], [7.172, 4.726, -4.606], [6.149, 4.904, -5.738], [4.922, 4.976, -4.940], [7.449, 5.714, -4.239], [8.026, 4.169, -4.993], [6.231, 4.049, -6.410], [6.304, 5.890, -6.176], [-6.956, 0.711, 0.721], [-7.623, -0.225, 1.079], [-8.866, -0.333, 0.813], [-9.493, -1.160, 1.829], [-8.323, -1.748, 2.546], [-7.233, -1.039, 2.025], [-10.098, -0.450, 2.391], [-10.331, -1.759, 1.471], [-8.272, -2.751, 2.120], [-8.433, -1.731, 3.630]]
}



3.
{
  "formula": "C5H6",
  "method": "the ωB97M-V functional and the def2-TZVPD basis",
  "lumo_energy_ev": 1.15,
  "smiles": "C#CCC=C",
  "relative_energy_kcal_mol": 41.1,
  "homo_energy_ev": -9.81,
  "elements": ["C", "C", "C", "C", "C", "H", "H", "H", "H", "H", "H"],
  "xyz": [[-2.467, -0.567, -0.082], [-1.500, 0.152, -0.147], [-0.236, 0.832, 0.029], [0.803, -0.134, 0.448], [1.873, -0.413, -0.259], [-3.447, -1.024, -0.094], [0.063, 1.332, -0.894], [-0.364, 1.618, 0.845], [0.583, -0.631, 1.413], [2.673, -1.106, 0.023], [2.019, -0.060, -1.281]]
}



4.
{
  "formula": "CH3F3OSi",
  "method": "the ωB97M-V functional and the def2-TZVPD basis",
  "lumo_energy_ev": 0.40,
  "smiles": "OC[Si](F)(F)F",
  "relative_energy_kcal_mol": 21.0,
  "homo_energy_ev": -11.36,
  "elements": ["O", "C", "Si", "F", "F", "F", "H", "H", "H"],
  "xyz": [[1.769, 0.810, 0.225], [0.778, -0.568, 0.003], [-1.047, -0.018, -0.092], [-2.089, -1.105, -0.603], [-1.673, 0.472, 1.284], [-1.215, 1.095, -1.203], [1.118, 1.359, 0.594], [1.319, -1.189, 0.716], [1.039, -0.856, -0.923]]
}



5.
{
  "formula": "CH4OS",
  "method": "the ωB97M-V functional and the def2-TZVPD basis",
  "lumo_energy_ev": [0.00, -1.81],
  "relative_energy_kcal_mol": 59.7,
  "homo_energy_ev": [-9.23, -8.41],
  "elements": ["C", "O", "S", "H", "H", "H", "H"],
  "xyz": [[0.247, 0.685, 0.170], [-0.843, 1.365, 0.682], [-0.293, -2.299, -0.556], [0.308, 0.579, -0.843], [1.142, 0.871, 0.692], [-1.497, 1.294, -0.024], [0.935, -2.495, -0.121]]
}



6.
{
  "formula": "C14H42O7",
  "method": "the ωB97M-V functional and the def2-TZVPD basis",
  "lumo_energy_ev": 0.46,
  "smiles": "CCO.CCO.CCO.CCO.CCO.CCO.CCO",
  "relative_energy_kcal_mol": 58.9,
  "homo_energy_ev": -10.21,
  "elements": ["C", "C", "O", "H", "H", "H", "H", "H", "H", "C", "C", "O", "H", "H", "H", "H", "H", "H", "C", "C", "O", "H", "H", "H", "H", "H", "H", "C", "C", "O", "H", "H", "H", "H", "H", "H", "C", "C", "O", "H", "H", "H", "H", "H", "H", "C", "C", "O", "H", "H", "H", "H", "H", "H", "C", "C", "O", "H", "H", "H", "H", "H", "H"],
  "xyz": [[-5.163, 0.628, -1.557], [-3.914, -0.230, -1.598], [-4.193, -1.575, -2.033], [-5.978, 0.149, -1.016], [-5.521, 0.771, -2.580], [-4.914, 1.566, -1.059], [-3.514, -0.385, -0.594], [-3.147, 0.275, -2.194], [-4.584, -1.467, -2.911], [0.164, 0.281, -1.129], [-0.402, -0.451, 0.081], [-0.623, 0.470, 1.130], [-0.610, 0.941, -1.517], [0.449, -0.387, -1.939], [1.052, 0.758, -0.713], [0.244, -1.285, 0.390], [-1.331, -0.991, -0.152], [-1.170, 0.072, 1.812], [4.030, 0.046, -2.232], [4.337, 0.234, -3.718], [5.414, -0.612, -4.112], [4.991, 0.142, -1.717], [3.639, -0.918, -1.912], [3.384, 0.865, -1.904], [4.502, 1.278, -3.991], [3.453, -0.013, -4.324], [5.055, -1.391, -4.536], [-0.784, -3.538, 3.387], [-1.450, -4.027, 2.114], [-2.809, -4.358, 2.400], [-1.365, -2.739, 3.846], [0.250, -3.231, 3.233], [-0.792, -4.348, 4.124], [-0.947, -4.850, 1.600], [-1.452, -3.170, 1.422], [-3.370, -4.046, 1.689], [-0.681, 3.657, 4.105], [-0.309, 2.382, 4.873], [-1.362, 1.899, 5.680], [-1.117, 4.371, 4.819], [-1.502, 3.439, 3.420], [0.092, 4.210, 3.576], [0.586, 2.533, 5.476], [-0.102, 1.672, 4.073], [-1.465, 2.558, 6.376], [-0.824, 2.624, -5.562], [0.243, 1.938, -4.710], [1.507, 1.990, -5.381], [-1.796, 2.510, -5.076], [-0.863, 2.215, -6.566], [-0.590, 3.688, -5.532], [-0.079, 0.912, -4.507], [0.436, 2.416, -3.754], [1.475, 1.333, -6.085], [2.158, -0.720, 3.627], [3.066, -1.137, 2.476], [2.685, -2.467, 2.099], [2.366, 0.316, 3.912], [2.316, -1.424, 4.440], [1.133, -0.676, 3.261], [4.123, -1.094, 2.737], [2.883, -0.540, 1.586], [2.689, -3.068, 2.848]]
}